[1]
The following is a DFT calculation (ωB97M-V with the def2-TZVPD basis set) of a 2-piece molecular cluster, C2H11N4 overall in a non-equilibrium geometry.

Positions of all 17 atoms, in Å:
C1 -0.50 2.06 0.18
C2 -0.87 0.93 -0.75
N1 0.28 1.44 1.23
N2 -1.91 0.18 -0.77
N3 0.94 -2.76 -0.18
N4 1.26 -1.44 -0.13
H1 -1.32 2.68 0.45
H2 0.18 2.66 -0.38
H3 -0.03 0.45 -1.18
H4 0.66 2.13 1.91
H5 -0.22 0.80 1.73
H6 -1.98 -0.65 -1.37
H7 -2.81 0.39 -0.21
H8 1.12 -3.34 0.61
H9 1.92 -1.16 -0.85
H10 1.85 -1.12 0.70
H11 1.43 -3.26 -0.97

Calculated values
total energy = -8203.769 eV
HOMO = -0.4142 Ha
2S+1 = 1
orbital gap = 6.6 eV
LUMO energy = -4.709 eV
total charge = +1

natural (NBO) population analysis, charges in e, atoms 1 to 2: -0.3031 0.3359



[2]
The following is a DFT calculation (ωB97M-V with the def2-TZVPD basis set) of an isolated ion of composition C2H11N4O and charge +1 in a non-equilibrium geometry.

Positions of all 18 atoms, in Å:
C1 1.53 -0.97 -0.02
C2 0.46 0.04 0.11
N1 0.84 1.31 -0.28
N2 -1.55 -1.31 -0.56
N3 -0.91 -0.14 -0.41
N4 -1.60 1.04 -0.45
O1 0.20 0.26 1.65
H1 1.52 -1.86 0.55
H2 2.31 -0.45 0.64
H3 1.94 -1.18 -0.99
H4 1.79 1.37 -0.58
H5 0.76 1.93 0.50
H6 -1.82 -1.82 0.21
H7 -1.01 -1.89 -1.20
H8 -2.19 1.24 0.39
H9 -2.23 1.05 -1.19
H10 -0.73 1.71 -0.57
H11 0.68 -0.34 2.21

Calculated values
total energy = -10250.898 eV
structure (SMILES) = C[C@](N)(O)N(N)[NH3+]
HOMO = -0.5075 Ha
2S+1 = 1
orbital gap = 10.8 eV
LUMO energy = -3.050 eV
total charge = +1

natural (NBO) population analysis, charges in e, atoms 1 to 2: -0.6860 0.5261



[3]
The following is a DFT calculation (ωB97M-V with the def2-TZVPD basis set) of a single C2H11N4P molecule in a non-equilibrium geometry.

Positions of all 18 atoms, in Å:
C1 0.21 -1.65 0.24
C2 0.23 -0.53 -1.87
N1 0.29 2.36 -0.51
N2 -1.45 1.24 1.12
N3 0.79 0.62 1.72
N4 0.07 -0.40 -0.47
P1 0.00 1.09 0.30
H1 0.27 -1.27 1.27
H2 -0.57 -2.45 -0.17
H3 1.22 -1.87 0.04
H4 -0.60 -1.06 -2.32
H5 0.29 0.45 -2.33
H6 1.08 -1.10 -1.98
H7 1.24 2.34 -0.65
H8 -2.09 1.99 0.96
H9 -1.89 0.37 1.28
H10 0.38 0.90 2.65
H11 1.74 0.85 1.84

Calculated values
total energy = -17495.929 eV
⟨S²⟩ = 2.0054
HOMO (spin up / spin down) = -0.1008 / -0.3599 Ha
2S+1 = 3
orbital gap (spin up / spin down) = 3.8 / 6.1 eV
LUMO energy (spin up / spin down) = 1.034 / -3.702 eV

natural (NBO) population analysis, charges in e, atoms 1 to 2: -0.7015 -0.6027



Listing relative energy (zero: lowest compared OMol25 entry of this formula, charge and spin) for the structures above in their given order: 390.3 392.6 205.8 kJ/mol.